Computed, not measured: a 2-piece molecular cluster, C4H8N2O overall in a non-equilibrium geometry, with ωB97M-V/def2-TZVPD.

Orbital gap ... 9.29 eV
LUMO energy ... 0.0324 Ha
Charge ... 0
HOMO level ... -8.41 eV
E ... -9304.288 eV
ΔE to the lowest compared entry with this formula, charge and spin ... 203.10 kJ/mol

Geometry (Å):
C: -1.228 -1.612 -0.513
C: 0.053 -0.696 -0.378
C: 0.166 0.586 -0.997
N: 1.446 0.935 -0.790
C: 1.962 0.138 0.179
N: 1.171 -0.908 0.475
H: -2.119 -0.939 -0.167
H: -1.146 -2.345 0.232
H: -1.582 -1.917 -1.520
H: -0.607 1.256 -1.418
H: 1.949 1.607 -1.375
H: 2.954 0.441 0.698
O: -0.817 1.508 1.771
H: -0.984 0.719 1.203
H: -1.220 1.227 2.598

---

Computed, not measured: a 2-piece molecular cluster, C4H8N2O overall in a non-equilibrium geometry, with ωB97M-V/def2-TZVPD.

Orbital gap (spin up / spin down) ... 7.92 / 8.02 eV
LUMO energy (spin up / spin down) ... -0.0079 / -0.0233 Ha
Charge ... 0
HOMO level (spin up / spin down) ... -8.13 / -8.66 eV
E ... -9300.010 eV
ΔE to the lowest compared entry with this formula, charge and spin ... 615.91 kJ/mol

Geometry (Å):
C: -0.101 -0.007 -0.877
C: -0.782 1.307 -0.668
C: -0.890 -1.248 -0.614
N: 1.807 -0.169 0.953
C: 1.458 -0.061 -0.243
O: 0.539 0.218 2.254
N: 1.191 -0.077 -1.491
H: 0.499 -0.645 2.687
H: 2.454 0.444 1.426
H: -0.169 2.135 -1.018
H: -1.739 1.321 -1.194
H: -0.973 1.422 0.404
H: -1.166 -1.262 0.444
H: -1.808 -1.237 -1.206
H: -0.319 -2.142 -0.856